{"formula": "C28H42NO24", "method": "wB97M-V/def2-TZVPD", "molar_mass_g_mol": 776.627, "e_tot_ev": -80339.28322, "e_lumo_ev": 1.642, "homo_energy_ev": -8.01, "total_charge": -1, "relative_energy_kcal_mol": 57.5, "orbital_gap_ev": 9.649, "elements": ["N", "O", "O", "O", "C", "C", "C", "O", "C", "O", "O", "H", "H", "H", "H", "H", "H", "C", "C", "C", "O", "C", "O", "O", "H", "H", "H", "H", "H", "H", "C", "C", "C", "O", "C", "O", "O", "H", "H", "H", "H", "H", "H", "C", "C", "C", "O", "C", "O", "O", "H", "H", "H", "H", "H", "H", "C", "C", "C", "O", "C", "O", "O", "H", "H", "H", "H", "H", "H", "C", "C", "C", "O", "C", "O", "O", "H", "H", "H", "H", "H", "H", "C", "C", "C", "O", "C", "O", "O", "H", "H", "H", "H", "H", "H"], "coordinates": [[0.4782, 0.1410, 0.7035], [-0.2978, -0.6290, 0.0275], [0.8782, 1.2430, 0.1405], [0.7222, -0.1690, 1.9625], [3.7262, 1.1090, 3.2705], [3.0952, 2.1980, 2.5285], [2.2382, 3.0920, 3.3215], [2.8472, 4.2790, 3.4265], [3.8602, 4.3230, 2.7095], [4.6052, 5.2530, 2.4375], [4.0412, 3.1350, 2.1335], [2.9222, 0.4820, 3.4025], [4.4842, 1.6600, 4.0915], [4.4342, 0.4000, 2.6895], [2.5952, 1.9700, 1.6565], [2.1382, 2.5760, 4.3475], [1.0892, 3.0990, 2.8915], [1.9572, -2.7260, -1.6495], [3.3272, -2.7640, -0.8425], [3.1002, -2.2650, 0.6735], [3.1082, -3.4180, 1.4085], [3.5732, -4.4520, 0.7425], [3.7382, -5.4510, 1.2445], [3.6832, -4.1000, -0.5935], [1.1682, -3.4990, -1.2385], [2.1822, -2.8670, -2.6305], [1.4852, -1.6600, -1.6525], [4.1252, -2.2860, -1.2525], [2.2192, -1.6360, 0.8455], [3.8542, -1.6220, 0.7845], [-0.4088, -5.2330, 1.1325], [-0.0478, -4.6720, 2.3985], [-0.3798, -3.1290, 2.5625], [-1.5608, -3.2020, 3.3375], [-1.6828, -4.3950, 3.9645], [-2.5088, -4.6150, 4.8015], [-0.8628, -5.2560, 3.4245], [0.1372, -6.1760, 1.2125], [0.1562, -4.7450, 0.2625], [-1.5278, -5.2870, 0.8555], [1.0302, -4.8140, 2.7335], [-0.7278, -2.5850, 1.7565], [0.4152, -2.5600, 3.0915], [-1.9768, 2.6490, 1.7615], [-2.8568, 1.3100, 1.6415], [-2.5538, 0.3170, 2.7455], [-3.6898, 0.3420, 3.6095], [-4.5588, 1.1100, 3.0655], [-5.6938, 1.3520, 3.5035], [-4.1638, 1.5220, 1.8525], [-2.2048, 3.0280, 0.8775], [-0.9198, 2.7070, 1.6745], [-2.4678, 3.2620, 2.5845], [-2.8048, 0.7480, 0.6895], [-1.4988, 0.2840, 3.1725], [-2.5618, -0.8870, 2.3865], [-0.7108, 4.5410, -1.0625], [0.4992, 4.8480, -0.2315], [1.8152, 4.1400, -0.7285], [2.6662, 5.2120, -0.9015], [2.0542, 6.4900, -0.5695], [2.5772, 7.5860, -0.7685], [0.8082, 6.2820, -0.2495], [-1.0708, 3.4300, -1.0005], [-0.6048, 4.8100, -2.1945], [-1.5678, 4.9670, -0.6975], [0.2632, 4.6530, 0.7755], [1.6212, 3.8050, -1.7625], [2.0642, 3.3610, -0.0365], [-4.3868, -2.0620, -3.2615], [-3.1598, -2.8090, -3.1125], [-2.2738, -2.5120, -1.8435], [-2.1478, -3.7200, -1.1465], [-2.8328, -4.5950, -1.8445], [-2.8738, -5.7960, -1.5895], [-3.4948, -4.2240, -2.8345], [-4.3148, -1.1840, -3.7615], [-4.9008, -1.9330, -2.3055], [-5.0358, -2.4420, -3.9605], [-2.4818, -2.9170, -3.9815], [-2.8658, -1.7280, -1.1065], [-1.2428, -2.1350, -1.8465], [1.0372, 2.3260, -4.8615], [0.1012, 1.1510, -4.7725], [-0.4638, 0.7420, -3.3035], [-1.8618, 0.5040, -3.6205], [-2.1848, 0.9700, -4.7955], [-3.2878, 0.9630, -5.1925], [-1.1758, 1.3430, -5.4625], [1.3572, 2.2610, -5.7945], [1.8362, 2.1240, -4.0375], [0.7012, 3.2910, -4.5155], [0.4532, 0.3230, -5.0485], [-0.3388, 1.4570, -2.3605], [-0.0328, -0.0170, -2.8915]]}

{"formula": "C28H43Br3O19", "method": "wB97M-V/def2-TZVPD", "molar_mass_g_mol": 923.345, "e_tot_ev": -278764.59501, "e_lumo_ev": -0.696, "homo_energy_ev": -9.40, "orbital_gap_ev": 8.708, "elements": ["C", "C", "C", "O", "C", "O", "O", "H", "H", "H", "H", "H", "H", "C", "C", "C", "O", "C", "O", "O", "H", "H", "H", "H", "H", "H", "C", "C", "C", "O", "C", "O", "O", "H", "H", "H", "H", "H", "H", "C", "C", "C", "O", "C", "O", "O", "H", "H", "H", "H", "H", "H", "C", "C", "C", "O", "C", "O", "O", "H", "H", "H", "H", "H", "H", "C", "C", "C", "O", "C", "O", "O", "H", "H", "H", "H", "H", "H", "C", "C", "O", "C", "H", "H", "H", "H", "H", "H", "C", "Br", "Br", "Br", "H"], "coordinates": [[3.5897, -2.4869, 1.7226], [2.3267, -2.4945, 2.5291], [2.1706, -3.6417, 3.5467], [2.0630, -2.9693, 4.8225], [2.0793, -1.6444, 4.6528], [1.9284, -0.8411, 5.5141], [2.3175, -1.3295, 3.3625], [3.6157, -3.2443, 0.9415], [4.4866, -2.4423, 2.3402], [3.6548, -1.5279, 1.1890], [1.4225, -2.4623, 1.9249], [3.0310, -4.3074, 3.5962], [1.2594, -4.2296, 3.4652], [-0.3062, 3.4405, -6.6237], [-0.3674, 2.0804, -5.9995], [-0.9247, 2.0755, -4.5447], [-2.0303, 1.1868, -4.5969], [-2.3240, 0.8689, -5.8868], [-3.3079, 0.2958, -6.2193], [-1.3258, 1.2517, -6.7046], [0.5055, 3.9980, -6.1535], [-1.2564, 3.9554, -6.4785], [-0.1366, 3.3708, -7.6964], [0.5606, 1.5102, -6.0407], [-1.2279, 3.0804, -4.2561], [-0.1822, 1.6514, -3.8727], [1.9711, 2.2464, 4.5509], [1.1839, 2.4475, 5.8230], [1.7531, 1.6830, 7.0549], [2.0969, 2.7280, 7.9718], [1.9051, 3.9476, 7.4283], [2.1422, 4.9676, 7.9915], [1.3884, 3.8409, 6.1958], [3.0099, 2.5453, 4.7143], [1.5975, 2.8594, 3.7339], [1.9774, 1.1927, 4.2836], [0.1084, 2.3091, 5.7394], [2.6568, 1.1606, 6.7592], [1.0422, 1.0331, 7.5520], [-0.5571, -0.5779, -2.0159], [-1.0923, -0.4319, -0.6001], [-0.5029, -1.4278, 0.3654], [-0.4665, -0.6732, 1.5937], [-0.3340, 0.6245, 1.2665], [0.0377, 1.4977, 1.9774], [-0.6717, 0.8136, -0.0466], [-0.5581, -1.6066, -2.3839], [0.4112, -0.0999, -2.0941], [-1.2871, -0.1496, -2.7113], [-2.1765, -0.5144, -0.6741], [0.5211, -1.7203, 0.1275], [-1.1125, -2.3198, 0.4902], [1.0903, 3.8001, -2.6612], [2.2712, 3.6584, -1.7136], [2.0107, 2.7568, -0.4964], [3.0755, 1.8224, -0.5040], [3.7768, 1.9372, -1.6574], [4.6190, 1.1679, -1.9798], [3.3389, 2.9725, -2.3937], [1.1854, 4.7028, -3.2642], [0.1179, 3.8228, -2.1701], [1.1113, 2.9382, -3.3344], [2.6258, 4.6467, -1.4206], [1.0363, 2.2657, -0.5828], [1.9656, 3.2934, 0.4504], [-4.4846, -2.5242, -4.7100], [-4.2298, -3.3122, -3.4411], [-2.7372, -3.5709, -3.0820], [-2.6339, -3.1610, -1.7287], [-3.7951, -2.6098, -1.3061], [-3.9916, -2.2258, -0.1998], [-4.6537, -2.4882, -2.3333], [-3.6478, -1.8518, -4.9029], [-5.3785, -1.9133, -4.6117], [-4.5928, -3.1656, -5.5842], [-4.7639, -4.2607, -3.4120], [-2.0039, -3.0983, -3.7325], [-2.6057, -4.6538, -3.1366], [-3.9640, -0.8715, 3.8277], [-3.0644, -1.8146, 4.5903], [-3.5141, -2.7695, 5.1819], [-1.5809, -1.5119, 4.5771], [-4.0317, -1.2228, 2.7921], [-3.5581, 0.1409, 3.8012], [-4.9717, -0.8273, 4.2322], [-1.0942, -1.9818, 5.4281], [-1.3980, -0.4395, 4.6140], [-1.2245, -1.9163, 3.6279], [2.5253, -1.9354, -3.6622], [4.1884, -2.4309, -4.4916], [1.6424, -0.5372, -4.6936], [2.7917, -1.5549, -1.7932], [1.8814, -2.7969, -3.7506]]}

{"formula": "C28H43BrHgN2P2S", "method": "wB97M-V/def2-TZVPD", "molar_mass_g_mol": 782.175, "e_tot_ev": -136325.52529, "e_lumo_ev": -8.701, "homo_energy_ev": -11.32, "total_charge": 2, "relative_energy_kcal_mol": 52.5, "orbital_gap_ev": 2.620, "elements": ["N", "C", "C", "C", "C", "C", "C", "Hg", "P", "C", "C", "C", "C", "C", "C", "C", "Br", "H", "H", "H", "H", "H", "H", "H", "H", "H", "H", "P", "C", "C", "H", "H", "H", "H", "H", "C", "C", "H", "H", "H", "H", "H", "C", "C", "H", "H", "H", "H", "H", "C", "C", "H", "H", "H", "H", "H", "C", "C", "H", "H", "H", "H", "H", "C", "C", "H", "H", "H", "H", "H", "S", "C", "C", "N", "C", "H", "H", "H"], "coordinates": [[-5.9801, 4.3042, -5.7193], [-5.8602, 4.7123, -4.4533], [-5.0745, 4.0345, -3.5045], [-4.3483, 2.8342, -3.8652], [-4.4906, 2.4679, -5.2388], [-5.3334, 3.1917, -6.0880], [-3.4736, 2.1415, -2.9254], [-1.4239, 0.0339, -1.9823], [4.0487, -0.6310, -1.1725], [-2.1455, 1.6238, -3.1841], [-1.0495, 2.5700, -2.6892], [0.1175, 2.8461, -3.4166], [1.1024, 3.7097, -2.9293], [0.9157, 4.4394, -1.7265], [-0.2537, 4.1570, -0.9955], [-1.2135, 3.2525, -1.4782], [2.2838, 5.4683, -1.0163], [-3.7874, 2.2587, -1.8779], [-2.0447, 1.2256, -4.2061], [-4.9857, 4.4523, -2.4932], [-3.9657, 1.6084, -5.6556], [-6.4170, 5.6071, -4.1549], [-5.5200, 2.8891, -7.1318], [0.2334, 2.3209, -4.3687], [-2.0973, 3.0671, -0.8699], [2.0094, 3.8475, -3.5145], [-0.4471, 4.6586, -0.0420], [-0.8752, -2.3370, -1.5803], [3.6907, 1.1349, -1.0189], [4.9952, 1.9497, -1.1091], [3.1991, 1.3071, -0.0466], [2.9927, 1.4165, -1.8240], [4.8196, 2.9929, -0.8372], [5.7652, 1.5462, -0.4375], [5.4048, 1.9268, -2.1268], [3.5060, -1.2952, -2.7612], [4.6079, -2.1400, -3.4318], [3.2352, -0.4408, -3.4027], [2.6010, -1.8942, -2.5673], [4.3553, -2.3347, -4.4783], [5.5803, -1.6328, -3.4138], [4.7286, -3.1078, -2.9306], [3.2868, -1.5363, 0.1967], [4.3148, -1.8872, 1.2896], [2.8318, -2.4505, -0.2204], [2.4849, -0.8947, 0.5966], [3.8909, -2.6140, 1.9924], [5.2273, -2.3266, 0.8706], [4.6032, -1.0008, 1.8623], [-0.6207, -3.1710, 0.0280], [-1.4207, -4.4562, 0.2836], [-0.8038, -2.3908, 0.7675], [0.4553, -3.3947, 0.0783], [-2.4532, -4.2649, 0.6058], [-1.4805, -5.1224, -0.5867], [-0.9369, -5.0266, 1.0817], [0.0665, -3.4177, -2.7313], [0.1203, -2.8655, -4.1543], [-0.4022, -4.4232, -2.6953], [1.0919, -3.5439, -2.3291], [-0.8406, -2.9956, -4.6640], [0.3813, -1.8061, -4.1688], [0.8818, -3.4035, -4.7436], [-2.6750, -2.5607, -1.9505], [-3.6126, -2.0441, -0.8431], [-2.8038, -3.6354, -2.1739], [-2.8837, -2.0008, -2.8758], [-4.4234, -1.4553, -1.2869], [-4.0462, -2.8654, -0.2841], [-3.1250, -1.3665, -0.1189], [-2.6263, 0.8585, 2.6434], [-1.1170, 0.3586, 3.3582], [-0.2248, 0.0036, 2.3770], [-0.7197, 0.0777, 1.0922], [-1.9552, 0.5384, 1.0888], [-0.9579, 0.3409, 4.4315], [0.7947, -0.3258, 2.5633], [-2.5557, 0.7565, 0.1960]]}